One molecule with the formula C3HCl2NS at a distorted geometry, computed with ωB97M-V/def2-TZVPD.

Properties
**E**: -1488.15128 Ha
**Gap between HOMO and LUMO**: 8.41 eV
**Multiplicity**: 1
**HOMO energy**: -9.84 eV
**SMILES**: N#C[C@@H](Cl)C(=S)Cl
**Energy above the lowest of the compared OMol25 structures with the same formula, charge and spin**: 115.0 kJ/mol
**Maximum force**: 7.31 eV/A

Positions of all 8 atoms, in Å:
Cl (1.1648, 1.7111, 0.7580)
Cl (-1.7768, -0.8346, -1.0064)
S (-0.1671, 1.3318, -1.9984)
N (1.1984, -2.2770, 0.5472)
C (0.0125, 0.4404, 0.5887)
C (0.8280, -1.2075, 0.6183)
C (-0.5836, 0.3842, -0.7993)
H (-0.6762, 0.4516, 1.2919)


One molecule with the formula C7H17N at a distorted geometry, computed with ωB97M-V/def2-TZVPD.

Properties
**E**: -331.59718 Ha
**Gap between HOMO and LUMO**: 9.45 eV
**Multiplicity**: 1
**HOMO energy**: -8.34 eV
**SMILES**: CCCCN(C)CC
**Energy above the lowest of the compared OMol25 structures with the same formula, charge and spin**: 193.6 kJ/mol
**Maximum force**: 2.34 eV/A

Positions of all 25 atoms, in Å:
N (0.3596, -0.2840, -0.9199)
C (-0.7363, 0.8846, 2.5144)
C (0.1169, -1.6615, -1.3367)
C (1.4690, 0.3917, -1.6124)
C (-0.3358, 2.3547, 2.3155)
C (0.4966, -0.2191, 0.5765)
C (-0.8667, 0.0980, 1.1872)
C (-0.6597, -1.6820, -2.6736)
H (-0.4831, 2.8936, 3.2402)
H (-1.4367, -0.8036, 1.3770)
H (0.6836, 2.3480, 1.9167)
H (-1.0572, -2.6531, -2.9640)
H (-1.4729, 0.8126, 3.3129)
H (1.0822, -2.1959, -1.4714)
H (2.3814, 0.6937, -1.1145)
H (-0.4936, -2.1360, -0.5791)
H (-0.9023, 3.0342, 1.6809)
H (-1.4582, -0.9469, -2.5959)
H (1.2956, 0.5064, 0.7165)
H (1.1622, 1.4522, -1.7910)
H (0.9264, -1.1114, 1.0406)
H (1.6962, -0.3378, -2.3965)
H (-1.4052, 0.6517, 0.4070)
H (-0.0877, -1.4023, -3.5590)
H (0.0817, 0.3197, 3.0043)


A 2-piece molecular cluster, C2H5FIN overall at a distorted geometry, computed with ωB97M-V/def2-TZVPD.

Properties
**E**: -531.36101 Ha
**Gap between HOMO and LUMO (spin up / spin down)**: 9.19 / 6.95 eV
**Multiplicity**: 1
**HOMO energy (spin up / spin down)**: -10.04 / -9.72 eV
**Energy above the lowest of the compared OMol25 structures with the same formula, charge and spin**: 383.5 kJ/mol
**Maximum force**: 5.40 eV/A

Positions of all 10 atoms, in Å:
I (-2.2511, -1.1634, 2.0245)
F (-2.0992, 1.0947, -0.8298)
N (-1.0435, 0.8165, -0.0128)
C (1.2159, 0.0330, 0.2961)
C (-0.0475, -0.0327, -0.6169)
H (1.7538, -0.7202, -0.0482)
H (-0.2744, -1.1071, -0.7104)
H (1.6898, 1.0907, 0.2515)
H (0.9288, -0.2652, 1.2985)
H (0.1273, 0.2536, -1.6524)


C26H24IIrN3O8SSi as an isolated structure at a distorted geometry, computed with ωB97M-V/def2-TZVPD.

Properties
**E**: -2860.84625 Ha
**Gap between HOMO and LUMO (spin up / spin down)**: 5.73 / 6.20 eV
**Multiplicity**: 2
**HOMO energy (spin up / spin down)**: -8.42 / -8.50 eV
**Energy above the lowest of the compared OMol25 structures with the same formula, charge and spin**: 240.1 kJ/mol
**<S²>**: 0.77
**Maximum force**: 2.33 eV/A

Positions of all 65 atoms, in Å:
Ir (0.3147, 0.0900, 0.3307)
I (-0.3640, 1.9673, -1.6355)
S (-0.0526, -2.0578, -1.4013)
Si (1.2944, -2.9017, -4.4266)
O (2.3484, 3.5245, 6.9804)
O (2.1468, 0.9090, 1.3590)
O (-2.8726, 3.9705, 3.8638)
O (-0.2597, 1.9184, 1.5532)
O (3.0680, 0.3920, 3.3370)
O (0.7982, -1.4423, 2.1716)
O (0.4286, 4.4835, 7.1897)
O (-2.3956, 3.3068, 1.8753)
N (1.9426, -0.5167, -1.0895)
N (1.2327, 3.8016, 6.5766)
N (-2.1023, 3.4894, 3.0427)
C (2.1056, -1.7517, -3.1428)
C (-0.3091, -2.0711, -4.9756)
C (1.6951, 2.4492, 4.5719)
C (-2.2363, -1.1219, 1.3362)
C (1.3434, 1.9815, 3.3362)
C (3.3157, -1.1057, -3.3697)
C (-2.4001, 1.7227, -1.0665)
C (-0.7752, 3.1301, 3.5233)
C (0.8350, 3.2861, 5.2842)
C (1.4524, -1.4172, -1.9444)
C (1.0184, -4.6115, -3.6771)
C (-4.1128, 0.5771, 0.1564)
C (-1.8001, -0.1584, 0.4691)
C (-0.4024, 3.6026, 4.7650)
C (0.0960, 2.3116, 2.7124)
C (-2.7275, 0.7118, -0.1506)
C (-4.5177, -0.4178, 1.0745)
C (-3.3118, 2.5513, -1.6499)
C (-4.6730, 2.3961, -1.3405)
C (2.5051, -3.0215, -5.8721)
C (-3.6018, -1.2484, 1.6532)
C (-5.0584, 1.4281, -0.4571)
C (3.1041, 0.0895, -1.3205)
C (2.2881, 1.0150, 2.6194)
C (3.8354, -0.1919, -2.4556)
C (1.9199, -2.3123, 1.9655)
H (3.4709, -3.4243, -5.5638)
H (0.9916, -0.9034, 2.9536)
H (0.6760, -5.3084, -4.4438)
H (2.6460, 2.1674, 5.0002)
H (3.4311, 0.8030, -0.5745)
H (2.6727, -2.0503, -6.3399)
H (2.8496, -1.7447, 1.9186)
H (-1.0870, 4.2196, 5.3273)
H (1.9751, -3.0350, 2.7810)
H (-0.9898, -1.9492, -4.1349)
H (4.7788, 0.3043, -2.6284)
H (-2.9955, 3.3175, -2.3445)
H (1.9368, -5.0123, -3.2470)
H (-0.1130, -1.0840, -5.3967)
H (2.1062, -3.6867, -6.6388)
H (-5.5707, -0.5088, 1.3080)
H (-5.4002, 3.0440, -1.8091)
H (3.8611, -1.3103, -4.2828)
H (-0.8200, -2.6653, -5.7346)
H (0.2618, -4.5794, -2.8942)
H (1.7539, -2.8372, 1.0271)
H (-3.9160, -2.0099, 2.3537)
H (-1.5315, -1.8017, 1.7981)
H (-6.1030, 1.2970, -0.2068)


C33H34BFeN8 as an isolated structure, computed with ωB97M-V/def2-TZVPD.

Properties
**E**: -3004.46817 Ha
**Gap between HOMO and LUMO (spin up / spin down)**: 9.02 / 9.13 eV
**Multiplicity**: 1
**HOMO energy (spin up / spin down)**: -11.10 / -11.10 eV
**Charge**: +1
**Energy above the lowest of the compared OMol25 structures with the same formula, charge and spin**: 0.0 kJ/mol
**Maximum force**: 0.20 eV/A

Positions of all 77 atoms, in Å:
Fe (-0.1748, 0.1491, 0.0572)
N (-2.1265, 0.0174, -0.0201)
N (0.7562, 2.7323, 0.8298)
N (-4.5809, -0.1547, -0.0618)
N (0.0040, 0.0862, 1.9823)
N (-0.0989, 2.1231, -0.0308)
N (1.7634, 0.1147, -0.0060)
N (2.4928, 0.9387, 0.7688)
N (0.8169, 0.9617, 2.6072)
C (-1.5948, -3.6100, 0.7212)
C (1.6522, 1.4734, 4.8974)
C (0.5744, -3.7894, -2.7811)
C (0.8390, 0.6866, 3.9270)
C (0.8221, -1.4850, -2.1597)
C (-0.8723, -2.5399, 1.2251)
C (-0.4690, -0.7651, 2.8842)
C (4.8658, 1.3602, 1.3851)
C (-0.7659, 3.0838, -0.6707)
C (-5.3995, 0.9957, -0.4423)
C (2.5865, -0.7412, -0.6003)
C (2.4200, -3.1065, -1.3886)
C (-2.4003, 1.5933, -3.7146)
C (-3.2782, -0.0413, -0.0381)
C (-2.3550, -2.3997, 3.1110)
C (3.9008, -0.4529, -0.2174)
C (-2.6962, -4.0844, 1.4211)
C (1.4347, 5.0192, 1.5555)
C (-1.2518, -1.9162, 2.4151)
C (0.6264, 4.0683, 0.7400)
C (-3.6015, 2.2886, -3.7480)
C (-3.8706, 3.2481, -2.7809)
C (-0.3441, 4.3334, -0.2079)
C (3.7977, 0.6197, 0.6561)
C (-1.4775, 1.8562, -2.7144)
C (-2.9531, 3.4987, -1.7714)
C (-1.7512, 2.7965, -1.7247)
C (-5.1500, -1.4954, -0.2188)
C (1.7281, -4.0968, -2.0703)
C (0.0153, -0.4051, 4.1482)
C (-3.0700, -3.4812, 2.6163)
C (0.1212, -2.4790, -2.8282)
C (1.9673, -1.7914, -1.4212)
B (1.6946, 1.8823, 1.7125)
H (4.7298, 1.2872, 2.4645)
H (-3.2530, -4.9333, 1.0458)
H (-3.9224, -3.8573, 3.1670)
H (0.0401, -4.5680, -3.3091)
H (0.0424, -2.2323, 0.7162)
H (2.0859, -5.1174, -2.0387)
H (-5.2783, -1.7503, -1.2732)
H (-0.7606, -2.2253, -3.4025)
H (2.4985, 4.9243, 1.3378)
H (-6.1183, -1.5139, 0.2777)
H (1.4831, 1.1001, 5.9047)
H (1.3834, 2.5295, 4.8725)
H (4.8040, -0.9385, -0.5444)
H (1.1294, 6.0390, 1.3330)
H (-0.5088, 1.3716, -2.7244)
H (5.8391, 0.9450, 1.1343)
H (-4.7976, 3.8061, -2.8155)
H (-4.3151, 2.1005, -4.5395)
H (2.4189, 2.5626, 2.3694)
H (-4.8990, 1.9102, -0.1365)
H (0.5234, -0.4456, -2.2784)
H (-2.6562, -1.9216, 4.0346)
H (-1.2810, -4.0844, -0.1999)
H (-0.1685, -0.8980, 5.0873)
H (2.7172, 1.3953, 4.6779)
H (-6.3539, 0.9194, 0.0751)
H (-2.1708, 0.8705, -4.4870)
H (1.2958, 4.8434, 2.6221)
H (-0.6754, 5.2990, -0.5492)
H (-5.5649, 1.0267, -1.5211)
H (3.2999, -3.3529, -0.8081)
H (4.8642, 2.4174, 1.1194)
H (-4.4930, -2.2212, 0.2548)
H (-3.1638, 4.2435, -1.0134)


C10H24BrF6N2O10S2V as an isolated structure at a distorted geometry, computed with ωB97M-V/def2-TZVPD.

Properties
**E**: -6170.80458 Ha
**Gap between HOMO and LUMO**: 6.12 eV
**Multiplicity**: 1
**HOMO energy**: -7.48 eV
**Energy above the lowest of the compared OMol25 structures with the same formula, charge and spin**: 377.9 kJ/mol
**Maximum force**: 3.38 eV/A

Positions of all 56 atoms, in Å:
Br (11.4176, -10.4167, -14.2431)
V (13.7762, -10.8245, -13.1009)
S (12.6613, -14.1054, -11.9520)
S (14.7193, -7.4016, -13.8148)
F (13.0089, -16.7963, -12.7272)
F (12.0923, -15.4182, -14.2103)
F (14.1312, -15.1880, -13.8884)
F (15.0942, -5.1837, -12.3240)
F (15.9161, -7.0053, -11.4160)
F (13.7705, -6.7240, -11.4123)
O (15.0459, -11.5713, -13.6994)
O (11.2334, -14.1223, -11.7030)
O (13.1552, -12.8620, -12.5740)
O (11.4762, -11.8010, -7.9543)
O (16.4942, -10.4323, -9.9458)
O (13.9804, -10.6401, -11.4710)
O (14.4168, -8.8003, -13.3657)
O (15.9651, -7.1509, -14.6031)
O (13.6176, -6.6363, -14.4420)
O (13.5659, -14.4608, -10.8202)
N (8.8950, -11.4771, -6.7103)
N (18.8945, -13.0632, -11.1415)
C (9.9960, -12.3737, -6.1110)
C (17.6870, -11.1834, -10.0089)
C (12.6403, -12.1527, -8.7824)
C (9.3253, -13.4716, -5.3677)
C (12.9926, -15.4920, -13.3038)
C (17.5393, -12.3431, -10.9648)
C (16.1674, -9.8053, -8.7628)
C (16.5269, -13.4422, -10.5622)
C (14.8804, -6.5333, -12.0804)
C (10.9252, -12.8976, -7.2197)
H (12.8738, -11.3310, -9.4594)
H (8.4392, -13.8546, -5.8739)
H (13.4771, -12.5140, -8.1846)
H (17.2918, -11.9651, -11.9567)
H (8.7888, -11.4883, -7.7147)
H (19.6724, -12.4190, -11.1320)
H (15.1097, -9.5677, -8.8756)
H (10.3509, -13.5039, -7.9203)
H (17.9350, -11.6541, -9.0576)
H (12.4138, -13.0116, -9.4142)
H (16.6458, -8.8454, -8.5681)
H (10.6651, -11.7184, -5.5532)
H (16.8354, -14.1568, -9.7991)
H (18.5362, -10.5904, -10.3485)
H (11.7586, -13.4577, -6.7956)
H (16.1861, -10.4884, -7.9136)
H (10.0803, -14.2280, -5.1535)
H (16.2115, -13.7926, -11.5450)
H (18.9708, -13.4857, -12.0557)
H (7.9716, -11.7162, -6.3783)
H (9.2411, -12.9828, -4.3971)
H (19.1178, -13.8095, -10.4986)
H (9.1463, -10.5226, -6.4962)
H (15.5748, -12.9632, -10.3337)


C5H10O2 as an isolated structure at a distorted geometry, computed with ωB97M-V/def2-TZVPD.

Properties
**E**: -346.87575 Ha
**Gap between HOMO and LUMO**: 10.19 eV
**Multiplicity**: 1
**HOMO energy**: -9.25 eV
**Energy above the lowest of the compared OMol25 structures with the same formula, charge and spin**: 393.0 kJ/mol
**Maximum force**: 3.08 eV/A

Positions of all 17 atoms, in Å:
O (-1.0122, -1.7397, 0.2980)
O (0.8560, 0.7455, 0.7550)
C (-0.5581, -1.5888, -0.9664)
C (0.8551, -1.2960, -1.2737)
C (-0.1581, 0.8137, -0.1727)
C (0.0187, -0.0593, -1.3313)
C (0.5274, 1.4345, 1.9364)
H (1.5555, -1.3586, -0.4504)
H (-1.2399, 0.3758, 0.5046)
H (-0.4993, 1.8326, -0.3900)
H (1.2260, -1.6477, -2.2302)
H (0.3289, 2.4965, 1.7312)
H (-1.3490, -0.7436, 0.6260)
H (-1.2152, -1.9242, -1.7711)
H (-0.3522, 0.3198, -2.2809)
H (1.3810, 1.3474, 2.6072)
H (-0.3645, 0.9921, 2.4083)


An isolated ion of composition C4H9N2 and charge +1 at a distorted geometry, computed with ωB97M-V/def2-TZVPD.

Properties
**E**: -266.92508 Ha
**Gap between HOMO and LUMO**: 10.96 eV
**Multiplicity**: 1
**HOMO energy**: -15.33 eV
**Charge**: +1
**SMILES**: C=N[N+]1(C)CC1
**Energy above the lowest of the compared OMol25 structures with the same formula, charge and spin**: 457.4 kJ/mol
**Maximum force**: 9.20 eV/A

Positions of all 15 atoms, in Å:
N (0.1458, -0.1053, 0.1521)
N (-0.9709, -0.7816, 0.2277)
C (1.2507, -0.7606, -0.7331)
C (0.0775, 1.4496, 0.0632)
C (1.2962, -0.7598, 0.7815)
C (-2.2301, -0.2822, -0.1339)
H (0.9696, -1.7521, -1.0037)
H (1.0411, -1.7302, 1.2530)
H (-0.1171, 1.8558, 1.1407)
H (1.0602, 1.7633, -0.3025)
H (1.8064, -0.1355, -1.4512)
H (-3.0105, -1.0217, -0.0573)
H (-0.7809, 1.7143, -0.5507)
H (2.0323, -0.1542, 1.2183)
H (-2.5700, 0.7001, -0.6041)